Entry 1:
Computed, not measured: a cluster of 6 separate species, C23H48O10PS in total in a non-equilibrium geometry, with the ωB97M-V functional and the def2-TZVPD basis.

Its total energy is -2396.988668 hartree. As for the multiplicity: 1. The orbital gap comes out at 4.9 eV. As for the net charge: -1. Its HOMO energy is -3.521 eV.

Last column: Mulliken charge in e.
Geometry (Å):
1 C -0.166 1.242 -6.326  -0.01
2 C -0.241 0.040 -6.238  0.18
3 C -0.252 -1.395 -6.098  -1.27
4 P 1.462 -1.968 -5.309  0.17
5 S 2.062 -3.210 -7.208  -0.59
6 H 0.223 2.233 -6.356  0.12
7 H -1.049 -1.668 -5.397  0.31
8 H -0.450 -1.889 -7.049  0.41
9 H 0.822 -3.198 -4.839  -0.05
10 H 2.720 -2.364 -4.700  0.06
11 H 2.094 -0.789 -5.864  -0.07
12 H 1.077 -1.244 -4.109  -0.26
13 H 2.440 -2.299 -8.118  0.06
14 O 1.590 4.192 -6.510  -0.60
15 C 1.390 4.758 -5.471  0.90
16 O 1.804 4.177 -4.333  -0.34
17 C 1.692 4.809 -3.059  -0.49
18 C 0.351 4.499 -2.436  -0.48
19 C 0.605 6.050 -5.399  -1.03
20 H 1.890 5.881 -3.137  0.33
21 H 2.490 4.386 -2.450  0.32
22 H -0.467 4.890 -3.038  0.00
23 H 0.276 4.929 -1.436  0.38
24 H 0.213 3.419 -2.365  0.17
25 H -0.455 5.810 -5.334  0.13
26 H 0.786 6.603 -6.318  0.38
27 H 0.878 6.690 -4.564  0.31
28 O -0.598 0.219 -2.436  -0.43
29 C -0.285 -0.324 -1.418  0.74
30 O 0.233 0.429 -0.407  -0.32
31 C 0.452 -0.100 0.902  -0.44
32 C 1.794 -0.788 1.026  -0.88
33 C -0.361 -1.820 -1.242  -1.09
34 H -0.364 -0.759 1.200  0.36
35 H 0.417 0.767 1.563  0.32
36 H 1.857 -1.654 0.369  0.21
37 H 1.955 -1.121 2.052  0.24
38 H 2.594 -0.101 0.744  0.37
39 H 0.559 -2.267 -1.619  0.23
40 H -1.192 -2.191 -1.838  0.34
41 H -0.526 -2.137 -0.216  0.33
42 O -0.254 -3.522 1.744  -0.52
43 C 0.085 -4.011 2.788  0.81
44 O 0.588 -3.211 3.744  -0.37
45 C 0.842 -3.652 5.088  -0.19
46 C 2.204 -4.299 5.209  -0.97
47 C 0.035 -5.504 3.015  -1.19
48 H 0.042 -4.311 5.434  0.25
49 H 0.794 -2.756 5.691  0.24
50 H 2.274 -5.196 4.591  0.37
51 H 2.404 -4.571 6.243  0.32
52 H 2.976 -3.607 4.873  0.27
53 H 0.961 -5.943 2.646  0.29
54 H -0.795 -5.904 2.438  0.34
55 H -0.110 -5.791 4.054  0.35
56 O -3.232 5.344 -2.019  -0.60
57 C -3.531 4.681 -2.978  0.79
58 O -2.693 3.723 -3.396  -0.25
59 C -3.029 2.756 -4.407  -0.17
60 C -2.746 3.274 -5.800  -0.73
61 C -4.790 4.963 -3.769  -1.11
62 H -4.060 2.421 -4.288  0.32
63 H -2.391 1.897 -4.199  0.19
64 H -3.356 4.148 -6.038  0.33
65 H -2.940 2.501 -6.542  0.40
66 H -1.699 3.569 -5.878  -0.11
67 H -4.569 5.726 -4.515  0.26
68 H -5.538 5.350 -3.082  0.32
69 H -5.209 4.091 -4.263  0.35
70 O 1.962 -2.318 7.512  -0.55
71 C 1.461 -2.304 8.603  0.87
72 O 1.164 -3.483 9.187  -0.38
73 C 0.744 -3.595 10.550  -0.41
74 C -0.752 -3.410 10.700  -0.98
75 C 1.081 -1.015 9.291  -1.13
76 H 1.309 -2.912 11.185  0.38
77 H 1.025 -4.604 10.847  0.32
78 H -1.065 -2.410 10.400  0.27
79 H -1.051 -3.567 11.736  0.37
80 H -1.283 -4.122 10.069  0.29
81 H 0.084 -0.725 8.963  0.26
82 H 1.788 -0.249 8.982  0.34
83 H 1.101 -1.066 10.377  0.34

Entry 2:
Computed, not measured: a cluster of 5 separate species, C23H48O8S in total, with the ωB97M-V functional and the def2-TZVPD basis.

Its total energy is -1905.142566 hartree. As for the multiplicity: 1. The orbital gap comes out at 9.6 eV. Its HOMO energy is -8.969 eV.

Last column: Mulliken charge in e.
Geometry (Å):
1 C -3.461 4.294 0.697  -0.23
2 O -3.995 4.355 -0.605  -0.44
3 C -3.167 3.926 -1.673  -0.41
4 C -3.536 2.528 -2.203  -1.07
5 C -2.517 1.403 -1.981  -0.50
6 C -2.212 1.070 -0.505  -1.01
7 C -0.849 1.534 0.027  0.38
8 C 0.357 0.688 -0.361  -0.89
9 O 0.408 0.361 -1.771  -0.37
10 S -0.159 -1.104 -2.154  0.87
11 O 0.953 -2.023 -2.078  -0.57
12 O -0.332 -0.750 -3.730  -0.53
13 H -2.518 3.744 0.724  -0.15
14 H -4.174 3.795 1.360  0.29
15 H -3.280 5.306 1.077  0.27
16 H -2.113 3.969 -1.370  0.29
17 H -3.300 4.664 -2.468  0.31
18 H -4.496 2.256 -1.751  0.42
19 H -3.718 2.608 -3.281  0.42
20 H -1.591 1.640 -2.513  0.53
21 H -2.929 0.506 -2.463  0.23
22 H -2.996 1.515 0.117  0.49
23 H -2.297 -0.010 -0.340  0.46
24 H -0.660 2.572 -0.257  -0.10
25 H -0.871 1.514 1.122  0.41
26 H 1.273 1.239 -0.159  0.22
27 H 0.397 -0.234 0.232  0.38
28 H -1.259 -0.552 -3.897  0.36
29 C -0.089 -6.776 -1.063  -0.65
30 C 0.104 -5.438 -0.352  -0.59
31 C -1.002 -4.603 -0.982  0.06
32 O -2.066 -5.508 -1.285  -0.44
33 C -1.606 -6.858 -1.157  0.12
34 H 0.343 -7.621 -0.528  0.40
35 H 0.351 -6.741 -2.062  0.27
36 H -0.067 -5.552 0.721  0.29
37 H 1.087 -4.994 -0.500  0.34
38 H -0.650 -4.130 -1.904  -0.03
39 H -1.385 -3.825 -0.318  0.16
40 H -2.034 -7.298 -0.249  0.25
41 H -1.952 -7.430 -2.017  -0.17
42 C -3.703 -9.316 -5.936  -0.55
43 C -3.825 -7.794 -5.862  -0.59
44 C -3.548 -7.538 -4.386  -0.31
45 O -2.634 -8.558 -3.975  -0.40
46 C -2.550 -9.574 -4.975  -0.50
47 H -3.504 -9.691 -6.939  0.34
48 H -4.617 -9.788 -5.568  0.26
49 H -3.060 -7.322 -6.481  0.29
50 H -4.798 -7.419 -6.175  0.34
51 H -4.464 -7.615 -3.791  0.25
52 H -3.094 -6.566 -4.189  0.25
53 H -1.585 -9.496 -5.487  0.28
54 H -2.603 -10.547 -4.486  0.27
55 C 3.013 4.654 2.546  -0.05
56 C 1.617 5.263 2.657  -0.66
57 C 0.826 4.393 1.689  -0.18
58 O 1.434 3.099 1.729  -0.30
59 C 2.687 3.173 2.416  -0.58
60 H 3.655 4.877 3.396  -0.11
61 H 3.513 5.015 1.645  0.27
62 H 1.232 5.147 3.673  0.27
63 H 1.580 6.319 2.396  0.41
64 H 0.881 4.787 0.668  0.27
65 H -0.225 4.291 1.963  0.07
66 H 2.584 2.702 3.399  0.30
67 H 3.429 2.616 1.843  0.30
68 C 6.816 6.832 6.723  -0.54
69 C 6.196 5.447 6.906  -0.61
70 C 5.009 5.521 5.954  -0.29
71 O 5.403 6.382 4.887  -0.37
72 C 6.614 7.059 5.230  -0.45
73 H 7.863 6.883 7.016  0.34
74 H 6.262 7.575 7.299  0.26
75 H 6.895 4.674 6.582  0.28
76 H 5.898 5.232 7.931  0.35
77 H 4.128 5.944 6.450  0.25
78 H 4.736 4.549 5.538  0.24
79 H 7.441 6.638 4.649  0.26
80 H 6.507 8.112 4.965  0.26

Entry 3:
Computed, not measured: a cluster of 3 separate species, C23H49B2N6O4 in total in a non-equilibrium geometry, with the ωB97M-V functional and the def2-TZVPD basis.

Its total energy is -1584.778779 hartree. The expectation value of S² is 2.01. As for the multiplicity: 3. The orbital gap (alpha / beta) comes out at 6.0 / 5.2 eV. The energy above the lowest of the compared OMol25 structures with the same formula, charge and spin is 6.0168 eV. As for the net charge: -1. Its HOMO energy (alpha / beta) is -3.715 / -3.715 eV.

Last column: Mulliken spin population.
Geometry (Å):
1 C -3.809 -3.316 -4.250  0.00
2 C -3.760 -4.415 -2.990  0.00
3 N -2.359 -4.849 -2.626  0.00
4 B -1.675 -3.892 -1.657  0.00
5 C -0.101 -3.758 -2.187  0.00
6 C -0.070 -3.028 -3.653  0.00
7 N 0.181 -3.799 -4.766  0.00
8 O -2.360 -2.600 -1.473  0.00
9 C -1.479 -1.562 -0.922  0.00
10 N -0.468 -0.844 -0.485  0.00
11 B -1.559 -4.677 -0.173  0.00
12 N -1.949 -4.013 1.159  0.00
13 O -1.022 -6.076 -0.040  0.00
14 H -4.652 -3.634 -5.010  0.00
15 H -2.733 -3.252 -4.741  0.00
16 H -4.010 -2.230 -3.799  0.00
17 H -4.425 -4.079 -2.074  0.00
18 H -4.305 -5.382 -3.429  0.00
19 H -2.322 -5.840 -2.297  0.00
20 H 0.256 -4.885 -2.364  0.00
21 H 0.632 -3.318 -1.389  0.00
22 H -0.297 -1.878 -3.689  0.00
23 H 0.157 -3.159 -5.594  0.00
24 H -2.835 -3.468 1.067  0.00
25 H -1.227 -3.280 1.434  0.00
26 H -0.495 -6.051 0.813  0.00
27 C -1.617 2.520 0.645  0.03
28 C -2.782 2.926 -0.311  0.01
29 C -2.262 3.099 -1.766  0.02
30 C -1.451 4.373 -1.979  -0.02
31 C -2.238 5.596 -1.517  0.02
32 C -2.727 5.466 -0.050  0.02
33 N -3.447 4.170 0.211  0.26
34 O -4.711 4.262 -0.402  0.65
35 C -1.498 5.604 0.891  0.01
36 C -3.598 6.711 0.313  -0.01
37 C -3.717 1.672 -0.294  -0.01
38 H -1.773 1.531 1.094  0.00
39 H -0.651 2.488 0.130  0.00
40 H -1.522 3.178 1.510  -0.01
41 H -3.110 3.116 -2.465  0.00
42 H -1.652 2.234 -2.056  0.00
43 H -0.495 4.306 -1.449  0.00
44 H -1.201 4.478 -3.042  0.00
45 H -1.610 6.489 -1.630  0.00
46 H -3.093 5.741 -2.190  0.00
47 H -1.779 5.430 1.936  -0.01
48 H -1.073 6.618 0.837  0.00
49 H -0.676 4.933 0.638  0.00
50 H -4.461 6.841 -0.351  0.00
51 H -3.014 7.637 0.229  0.00
52 H -3.969 6.651 1.341  0.00
53 H -4.126 1.496 0.709  0.00
54 H -3.160 0.772 -0.587  0.00
55 H -4.553 1.754 -0.996  0.00
56 C 2.862 -0.850 0.503  0.02
57 C 2.993 -0.210 1.919  0.02
58 C 4.071 0.911 1.917  0.02
59 C 5.501 0.386 1.863  -0.02
60 C 5.747 -0.623 2.981  0.02
61 C 4.712 -1.778 2.975  0.02
62 N 3.289 -1.286 2.928  0.28
63 O 2.984 -0.766 4.201  0.65
64 C 5.008 -2.696 1.756  0.01
65 C 4.976 -2.712 4.199  -0.01
66 C 1.604 0.475 2.137  -0.01
67 H 1.864 -0.702 0.069  0.00
68 H 3.583 -0.434 -0.208  0.00
69 H 2.975 -1.936 0.509  -0.01
70 H 3.969 1.527 2.821  0.00
71 H 3.907 1.592 1.071  0.00
72 H 5.702 -0.064 0.885  0.00
73 H 6.205 1.221 1.962  0.00
74 H 6.764 -1.023 2.884  0.00
75 H 5.721 -0.096 3.944  0.00
76 H 4.247 -3.479 1.657  -0.01
77 H 5.978 -3.203 1.873  0.00
78 H 5.076 -2.158 0.810  0.00
79 H 4.931 -2.184 5.161  0.00
80 H 5.979 -3.153 4.147  0.00
81 H 4.257 -3.536 4.233  0.00
82 H 0.795 -0.266 2.156  0.00
83 H 1.389 1.178 1.321  0.00
84 H 1.557 1.059 3.062  0.00

- Which value of multiplicity does entry 1 give?
  1

- multiplicity of number 3 (C23H49B2N6O4)?
  3

- Look up the multiplicity of the second one.
  1